The following is a quantum chemistry calculation of a cluster of 2 separate species, C4H14NO in total at a distorted geometry, from the OMol25 dataset.

Values from the calculation:
* E_tot: -290.50591 hartree
* energy relative to the best compared isomer or geometry (same formula, charge and spin): 181.9 kJ/mol
* total charge: +1
* HOMO: -15.092 eV
* molar mass: 92.16 g mol⁻¹

Each line ends with the Löwdin charge.
CARTESIAN COORDINATES (ANGSTROEM)
O  -1.877  -0.070  3.023  -0.11
N  0.893  0.410  0.948  0.25
C  1.401  -1.560  -1.421  -0.12
C  -0.170  0.156  -0.168  -0.27
C  -0.989  1.331  -0.664  -0.07
C  0.680  -0.268  -1.547  -0.22
H  -1.587  0.975  -1.484  0.08
H  -1.610  1.745  0.099  0.08
H  1.027  -0.405  1.411  0.10
H  2.469  -1.580  -1.803  0.11
H  -0.221  -0.144  -2.226  0.12
H  1.460  0.505  -1.767  0.12
H  -1.888  -0.744  3.783  0.09
H  1.708  0.681  0.470  0.14
H  -2.605  0.560  3.191  0.05
H  -0.900  -0.651  0.113  0.16
H  0.622  1.175  1.639  0.21
H  0.687  -2.339  -1.939  0.13
H  -0.435  2.070  -1.282  0.11
H  1.336  -1.847  -0.378  0.05